Molecular formula: C10H23O9P2S4Ti
Method: DFT, the ωB97M-V functional and the def2-TZVPD basis

Each line ends with the Mulliken charge.
CARTESIAN COORDINATES (ANGSTROEM)
Ti1 -0.7419 -0.5208 0.1018  0.880
C1 2.4822 1.0327 -2.5418  -0.940
C2 2.9566 0.9088 -1.1029  -0.759
S1 2.0055 -0.1968 -0.0098  0.189
C3 2.4744 0.5236 1.5838  -0.770
C4 1.4735 0.2291 2.6857  -0.910
S2 -0.2343 0.6937 2.3316  0.150
C5 -0.4101 2.5002 2.4357  -0.946
C6 0.2409 3.5050 1.4626  -0.837
S3 0.4523 2.7951 -0.1527  0.313
C7 0.8173 4.1242 -1.2724  -0.672
C8 1.1014 3.5379 -2.6726  -0.792
S4 0.8623 1.7559 -2.8724  0.006
H1 2.4494 0.0564 -3.0296  0.422
H2 3.2393 1.6060 -3.0814  0.547
H3 3.0160 1.8862 -0.6165  0.444
H4 3.9677 0.4970 -1.1036  0.558
H5 2.6004 1.6000 1.4451  0.361
H6 3.4471 0.1239 1.8763  0.590
H7 1.7678 0.7195 3.6158  0.612
H8 1.4056 -0.8396 2.8988  0.416
H9 -0.0830 2.7458 3.4476  0.565
H10 -1.4924 2.6323 2.4216  0.426
H11 1.2551 3.7758 1.7735  0.501
H12 -0.3550 4.4175 1.4131  0.562
H13 1.6939 4.5885 -0.8020  0.453
H14 0.0010 4.8480 -1.2513  0.504
H15 2.1018 3.8284 -2.9906  0.409
H16 0.3973 3.9881 -3.3710  0.445
C9 -2.1068 -4.6102 1.1148  -1.602
C10 -1.9543 -3.7389 -0.1298  0.960
O1 -2.0805 -4.4331 -1.3536  -0.573
P1 -3.1301 -2.3044 -0.1403  0.577
O2 -3.2740 -1.7441 -1.5851  -0.374
O3 -4.4743 -2.8462 0.3826  -0.456
O4 -2.4903 -1.1611 0.6771  -0.521
P2 -0.2745 -2.9766 -0.1904  0.714
O5 0.8107 -4.0316 -0.4384  -0.442
O6 -0.3877 -1.8055 -1.2431  -0.511
O7 -0.0309 -2.1463 1.0745  -0.202
H17 -3.0947 -5.0735 1.1169  0.511
H18 -2.0023 -4.0312 2.0329  0.437
H19 -1.3462 -5.3919 1.1095  0.431
H20 -2.5955 -5.2446 -1.2293  0.416
H21 -3.6165 -2.3151 -2.2930  0.371
H22 -5.2129 -2.2751 0.6543  0.410
H23 0.7047 -4.7276 -1.1106  0.418
O8 -1.2127 1.0547 -0.5612  -0.036
O9 -1.1233 2.4399 -0.5103  -0.259

Computed properties:
charge	+3
calculated total energy	-4196.13553	Eh
maximum force	1.058	eV/A
gap between HOMO and LUMO	7.1	eV
M	525.37	Da